{"formula": "C8H21N3", "method": "wB97M-V/def2-TZVPD", "homo_lumo_gap_ev": 9.02, "relative_energy_ev": 7.693, "e_homo_ev": -8.355, "elements": ["C", "C", "C", "C", "C", "C", "C", "C", "H", "H", "H", "H", "H", "H", "H", "H", "H", "H", "H", "H", "H", "H", "H", "H", "H", "H", "H", "H", "H", "N", "N", "N"], "positions_angstrom": [[0.036626, -1.055148, -2.583566], [1.114717, 0.843704, -1.978175], [1.845384, 1.793794, -1.006703], [0.669936, 2.599121, -0.075459], [0.335753, 0.500860, 1.292469], [-0.724848, -0.001128, 2.549594], [-1.967572, -0.806701, 1.976482], [-0.827336, -2.677891, 1.120406], [0.343422, -2.385866, -2.350837], [0.368382, -0.578072, -3.800303], [-1.346924, -1.016918, -2.233843], [1.501220, -0.912279, -1.135702], [0.243659, 1.662955, -2.311888], [1.812130, 0.671093, -2.904830], [2.345173, 2.575012, -1.566889], [2.456186, 1.189368, -0.189963], [0.091934, 3.303503, -0.796660], [1.159565, 3.262927, 0.697083], [-0.633273, 1.103452, -0.640807], [0.922782, -0.400893, 0.802429], [1.028784, 1.338164, 1.669222], [-0.265819, -0.713916, 3.185226], [-1.104735, 0.877856, 2.881917], [-2.643440, -0.096519, 1.331240], [-2.700894, -1.089782, 2.792556], [-1.239049, -1.108152, -0.139316], [-1.105132, -2.702313, 2.372726], [-0.834777, -3.620413, 0.432206], [0.575307, -2.212786, 0.953218], [0.613256, -0.298173, -1.443490], [-0.361954, 1.551169, 0.409098], [-1.708464, -1.596029, 0.692558]], "atomic_forces_ev_per_a": [[-2.832, -2.972, 0.387], [1.388, 6.463, -2.379], [-1.603, -0.297, 3.395], [-0.081, -1.148, -2.042], [-0.524, 1.374, 1.194], [0.868, -2.466, -5.358], [-1.394, 4.461, -4.335], [2.585, 0.717, 0.812], [-1.045, 4.297, -1.258], [-1.222, -1.772, 3.940], [4.123, -0.152, -2.065], [-2.486, 1.818, -0.584], [1.591, -2.552, 0.091], [-1.234, 0.335, 1.276], [0.673, -0.206, 0.132], [-0.616, 1.405, -2.004], [0.932, -1.142, 1.166], [-0.703, -1.116, -0.422], [0.488, 1.250, 4.121], [-1.419, 2.160, 1.030], [-0.187, -2.343, 0.739], [1.015, 0.150, 1.117], [-0.784, 2.445, 1.872], [0.921, 0.078, 2.083], [1.134, -1.038, -1.243], [-1.125, -0.091, 2.175], [1.425, -1.213, -3.844], [-0.201, 1.472, 1.767], [-3.637, -1.646, 0.875], [2.042, -5.334, -0.677], [0.544, -1.038, -3.452], [1.363, -1.898, 1.491]]}



{"formula": "C8H21N6O14S3", "method": "wB97M-V/def2-TZVPD", "homo_lumo_gap_ev": 7.48, "e_homo_ev": -5.417, "charge": -1, "elements": ["C", "C", "C", "S", "O", "O", "N", "S", "O", "O", "S", "H", "H", "H", "H", "H", "H", "C", "N", "O", "O", "H", "H", "H", "C", "N", "O", "O", "H", "H", "H", "C", "N", "O", "O", "H", "H", "H", "C", "N", "O", "O", "H", "H", "H", "C", "N", "O", "O", "H", "H", "H"], "positions_angstrom": [[2.000225, 0.684150, 0.586610], [1.744795, 1.871773, 0.028546], [1.614290, 3.104429, 0.860836], [-0.125746, 3.586232, 1.102961], [-0.096266, 5.020092, 0.920977], [-0.501281, 3.121715, 2.417921], [-1.046211, 3.008629, -0.049887], [-1.489473, 1.519843, -0.312656], [-2.903478, 1.535383, -0.616056], [-0.680910, 0.857506, -1.314257], [-1.269221, 0.298503, 1.377496], [1.543064, -0.237970, 0.236059], [2.681922, 0.587257, 1.422889], [1.610264, 1.940094, -1.045263], [2.083226, 2.993089, 1.839681], [2.063934, 3.972704, 0.382094], [-2.397342, 0.714018, 1.963125], [3.427492, -0.850523, 5.351622], [2.880626, -0.806258, 3.967697], [2.002935, -0.009560, 3.733690], [3.363470, -1.587328, 3.167448], [2.903530, -0.108678, 5.942077], [3.256545, -1.854865, 5.724652], [4.490758, -0.639864, 5.285417], [5.537941, 4.707621, -1.907883], [4.273476, 4.160519, -1.339506], [4.355014, 3.448010, -0.362007], [3.248405, 4.471479, -1.907222], [6.363432, 4.348517, -1.305260], [5.605700, 4.358960, -2.933795], [5.459248, 5.790157, -1.881299], [-1.136667, -3.259226, 2.943678], [-0.724918, -2.650973, 4.238618], [-1.403205, -1.756407, 4.686159], [0.290294, -3.088348, 4.752808], [-2.037164, -2.760097, 2.607220], [-0.316613, -3.106639, 2.248036], [-1.295949, -4.318419, 3.122530], [-2.940602, -0.770650, -3.523748], [-2.367862, -2.024320, -4.075406], [-2.165255, -2.090093, -5.276751], [-2.141069, -2.928195, -3.297692], [-3.092934, -0.083413, -4.347047], [-3.876769, -1.028993, -3.037751], [-2.237642, -0.361079, -2.800798], [-4.819959, -4.492679, -4.688462], [-5.719976, -3.941777, -3.633827], [-5.219639, -3.255777, -2.769508], [-6.898972, -4.226886, -3.714070], [-3.807199, -4.168073, -4.480520], [-4.909317, -5.574011, -4.647402], [-5.178950, -4.119579, -5.642773]], "atomic_forces_ev_per_a": [[0.198, -0.175, -0.124], [0.332, -0.167, 0.337], [1.043, 0.190, -0.787], [0.210, 0.698, 0.452], [-0.117, 0.018, -0.068], [-0.036, -0.239, 0.003], [0.384, -0.542, 0.144], [-0.750, 0.530, -0.707], [-0.056, -0.143, 0.147], [0.199, -0.210, 0.094], [0.122, -0.298, 0.115], [0.866, -0.080, -0.804], [-0.936, 0.185, 0.756], [-1.177, 0.053, 0.217], [-0.334, -0.121, 0.095], [-0.220, 0.045, -0.046], [-0.013, 0.156, -0.004], [-0.058, 0.070, 0.032], [-0.036, -0.027, -0.007], [-0.018, -0.110, 0.087], [-0.014, 0.022, 0.037], [-0.008, -0.001, -0.009], [0.025, -0.035, 0.004], [0.006, -0.050, -0.007], [0.057, -0.025, 0.065], [0.012, -0.025, -0.023], [0.185, 0.072, -0.088], [0.029, -0.027, 0.006], [-0.009, -0.006, 0.006], [-0.026, 0.032, -0.014], [-0.021, 0.001, -0.039], [-0.052, 0.064, -0.042], [0.163, 0.099, -0.112], [-0.036, -0.036, 0.115], [-0.060, -0.001, 0.022], [0.021, 0.019, -0.014], [0.001, -0.012, 0.003], [0.050, -0.010, -0.001], [0.022, 0.239, -0.013], [0.074, 0.044, 0.038], [-0.102, -0.034, 0.019], [0.011, -0.006, -0.045], [0.013, -0.034, -0.029], [0.063, -0.063, 0.090], [0.033, -0.040, 0.131], [0.078, 0.037, 0.035], [0.088, -0.042, -0.027], [-0.156, 0.016, -0.037], [0.025, 0.008, 0.013], [0.001, -0.019, 0.018], [-0.050, 0.001, -0.031], [-0.026, -0.025, 0.000]]}



{"formula": "C8H22B2NO7P2", "method": "wB97M-V/def2-TZVPD", "homo_lumo_gap_ev": 6.85, "relative_energy_ev": 0.000, "e_homo_ev": -11.682, "charge": 1, "elements": ["C", "P", "C", "C", "N", "C", "C", "O", "B", "O", "O", "B", "O", "O", "C", "P", "O", "H", "H", "H", "H", "H", "H", "H", "H", "H", "H", "H", "H", "H", "H", "H", "H", "C", "C", "O", "H", "H", "H", "H", "H", "H"], "positions_angstrom": [[4.216791, 0.268219, -0.902951], [3.315026, -0.147467, 0.642120], [4.170930, 0.958365, 1.841344], [1.751805, 0.854948, 0.276498], [1.213353, 1.765846, 1.337017], [-0.030030, 2.011548, 1.178272], [-0.582131, 1.253006, -0.012607], [-0.427001, 1.984271, -1.239493], [-0.711799, 3.339987, -1.318691], [-0.256582, 4.062799, -2.369632], [-1.474266, 3.909860, -0.321525], [-2.122236, 0.747792, 0.190039], [-2.990808, 1.530632, 0.881465], [-2.430972, -0.509224, -0.218091], [0.447931, 0.098156, -0.036776], [0.414134, -1.029438, -1.482581], [-0.103159, -2.372327, -1.154191], [5.066316, -0.404849, -1.009370], [3.570849, 0.156796, -1.772781], [4.586205, 1.295590, -0.895184], [4.974820, 0.386199, 2.302012], [3.513931, 1.290851, 2.646004], [4.606036, 1.836027, 1.360412], [2.009292, 1.549894, -0.529446], [1.747404, 2.129723, 2.118786], [-0.582861, 2.624076, 1.877974], [-0.051936, 3.536293, -3.152499], [-1.176454, 4.789236, -0.049922], [-3.192332, 2.401624, 0.518671], [-2.307262, -0.741786, -1.144892], [0.240192, -0.555357, 0.818842], [1.728901, -1.000636, -1.971133], [-0.334959, -0.319071, -2.437363], [-3.411272, -4.873825, -0.122663], [-3.440505, -3.809167, 0.957030], [-2.134327, -3.401747, 1.346108], [-2.850772, -5.744248, 0.218264], [-4.421090, -5.189881, -0.387909], [-2.922963, -4.495952, -1.024500], [-3.914186, -4.191248, 1.860684], [-4.017770, -2.940562, 0.618139], [-1.686241, -3.054951, 0.564520]], "atomic_forces_ev_per_a": [[0.082, 0.271, 0.063], [-0.330, -0.399, 0.289], [-0.002, 0.197, -0.192], [0.350, 0.406, -0.084], [-0.222, -0.078, -0.027], [0.039, 0.041, 0.085], [-0.498, -0.697, -0.127], [0.087, 0.292, 0.205], [-0.187, 0.028, -0.291], [-0.289, -0.158, -0.101], [0.796, -0.083, 0.633], [0.185, 0.050, 0.033], [-0.293, -0.267, -0.271], [-0.503, 0.405, -0.134], [0.377, 0.472, -0.045], [-0.198, -0.453, 0.239], [-0.082, 0.118, -0.034], [-0.031, -0.028, -0.040], [0.047, -0.171, -0.019], [-0.004, 0.007, 0.003], [-0.007, 0.017, 0.039], [0.067, -0.186, 0.137], [-0.025, 0.032, 0.020], [-0.065, -0.148, -0.148], [0.152, 0.058, -0.108], [-0.048, 0.097, -0.078], [0.269, 0.143, 0.138], [-0.456, 0.078, -0.391], [0.289, 0.114, 0.323], [0.184, -0.322, 0.226], [0.012, -0.153, -0.108], [-0.003, 0.138, -0.097], [0.170, 0.117, -0.083], [0.067, -0.018, 0.019], [0.021, 0.046, -0.077], [0.085, 0.125, -0.019], [-0.019, -0.010, 0.006], [-0.006, 0.010, -0.001], [-0.024, 0.008, -0.008], [-0.006, 0.010, 0.005], [-0.040, -0.015, 0.034], [0.060, -0.096, -0.013]]}



{"formula": "C8H22CrFIN2O2", "method": "wB97M-V/def2-TZVPD", "homo_lumo_gap_ev": [6.28, 7.71], "relative_energy_ev": 0.013, "spin_multiplicity": 5, "e_homo_ev": [-6.038, -7.475], "elements": ["Cr", "I", "F", "C", "C", "C", "O", "C", "N", "H", "H", "H", "H", "H", "H", "H", "H", "H", "H", "H", "C", "C", "C", "O", "C", "N", "H", "H", "H", "H", "H", "H", "H", "H", "H", "H", "H"], "positions_angstrom": [[-1.057347, 0.476599, -0.637083], [-3.108997, -1.040636, -1.706130], [-1.470497, 2.270571, -1.105656], [3.070726, 2.147286, -0.623909], [1.660986, 1.630594, -0.922835], [1.711162, 0.400934, -1.795855], [0.361749, 0.159328, -2.234086], [0.252824, -0.339245, -3.548715], [0.876616, 1.385128, 0.335318], [3.679143, 1.357037, -0.177435], [3.047080, 2.983465, 0.080305], [3.539509, 2.578189, -1.509858], [1.104131, 2.416671, -1.434848], [2.055452, -0.503777, -1.279125], [2.373403, 0.560477, -2.648558], [0.627398, -1.365466, -3.627720], [0.763173, 0.314483, -4.260814], [-0.802325, -0.361214, -3.814597], [0.644902, 2.327716, 0.644050], [1.543279, 1.042655, 1.026211], [-2.069570, -0.514339, 3.611478], [-1.343274, -0.218150, 2.313653], [-0.837242, -1.525682, 1.712279], [-0.317239, -1.325172, 0.409668], [0.044348, -2.547518, -0.219187], [-2.172125, 0.494578, 1.329280], [-1.471245, -1.065960, 4.336578], [-3.003150, -1.047880, 3.414797], [-2.380033, 0.420335, 4.087324], [-0.456295, 0.394904, 2.499853], [-1.704383, -2.204724, 1.648329], [-0.108604, -2.016343, 2.364022], [0.774530, -3.089530, 0.392587], [0.533906, -2.308444, -1.159154], [-0.846220, -3.156882, -0.376253], [-2.992053, -0.082715, 1.132839], [-2.523729, 1.352738, 1.743236]], "atomic_forces_ev_per_a": [[-0.815, 0.603, 0.334], [-0.298, -0.387, -0.183], [0.329, -0.441, 0.146], [-0.191, 0.286, 0.136], [0.468, 0.550, 0.699], [-0.761, -0.182, -0.160], [0.938, 0.070, -0.066], [-0.458, -0.266, -0.566], [1.023, 0.575, -0.573], [0.185, 0.056, -0.171], [-0.199, -0.150, 0.124], [0.139, -0.413, -0.121], [-0.075, -0.218, -0.269], [0.157, 0.183, 0.213], [-0.106, 0.111, -0.101], [0.165, 0.087, 0.046], [0.152, -0.025, 0.108], [-0.036, 0.028, 0.200], [-0.352, -0.181, 0.136], [-0.219, -0.261, 0.023], [-0.425, 0.425, 0.243], [0.665, -0.142, -0.060], [-1.105, -0.256, -0.039], [0.424, 0.188, 0.109], [0.161, -0.150, 0.077], [-0.045, -0.442, 0.530], [0.041, -0.086, -0.089], [0.151, -0.225, -0.032], [0.155, 0.000, 0.010], [-0.137, 0.163, 0.107], [0.118, -0.025, -0.148], [0.186, 0.181, -0.047], [-0.124, 0.054, 0.134], [-0.262, 0.052, -0.130], [0.032, -0.009, -0.172], [0.010, 0.127, -0.249], [0.107, 0.120, -0.197]]}



Energy for the records above, in order: -13096.3569 -78733.6156 -44404.5973 -54969.8972 eV